[1]
{
  "formula": "C2H4N2O2",
  "method": "ωB97M-V with the def2-TZVPD basis set",
  "e_above_lowest_kj_mol": 94.3,
  "e_tot_ha": -338.61728,
  "e_homo_ev": -10.20,
  "smiles": "[H]/N=C(/O)NC=O",
  "homo_lumo_gap_ha": 0.39922,
  "elements": ["H", "N", "C", "O", "N", "C", "O", "H", "H", "H"],
  "coordinates": [[-2.490, -0.168, -0.314], [-1.907, -0.361, 0.490], [-0.646, -0.211, 0.424], [0.064, -0.504, 1.526], [0.169, 0.225, -0.623], [1.554, 0.383, -0.686], [2.087, 0.797, -1.689], [-0.660, -0.773, 2.134], [-0.285, 0.503, -1.483], [2.113, 0.109, 0.221]]
}

=====

[2]
{
  "formula": "C18H15MnN5OS5",
  "method": "ωB97M-V with the def2-TZVPD basis set",
  "e_tot_ha": -4185.90518,
  "e_homo_ev": [-6.52, -6.51],
  "multiplicity": 2,
  "homo_lumo_gap_ha": [0.20707, 0.20796],
  "elements": ["Mn", "N", "C", "N", "C", "N", "N", "C", "C", "C", "C", "C", "C", "N", "C", "C", "C", "C", "C", "C", "H", "H", "H", "H", "H", "H", "H", "H", "H", "H", "H", "S", "C", "S", "C", "C", "S", "S", "S", "C", "O", "H", "H", "H", "H"],
  "coordinates": [[-0.430, -0.775, 0.536], [-0.734, 2.925, -1.431], [-0.963, 1.961, -0.532], [-0.063, 1.098, -0.155], [1.213, 1.142, -0.716], [2.103, 0.280, -0.329], [1.513, -0.560, 0.576], [2.196, -1.062, 1.552], [1.357, -1.537, 2.626], [1.831, -2.168, 3.779], [0.943, -2.466, 4.789], [-0.400, -2.129, 4.631], [-0.805, -1.521, 3.462], [0.043, -1.224, 2.468], [1.518, 2.178, -1.689], [2.770, 2.292, -2.298], [2.994, 3.274, -3.239], [1.969, 4.155, -3.588], [0.726, 4.058, -3.000], [0.505, 3.064, -2.049], [-1.497, 3.527, -1.699], [-1.949, 1.896, -0.092], [3.272, -0.972, 1.635], [2.883, -2.404, 3.867], [1.285, -2.950, 5.693], [-1.126, -2.335, 5.405], [-1.840, -1.255, 3.289], [3.545, 1.593, -2.016], [3.961, 3.361, -3.713], [2.149, 4.921, -4.331], [-0.075, 4.734, -3.272], [-5.358, 1.445, -4.050], [-4.301, 0.718, -3.022], [-4.556, 0.590, -1.314], [-3.055, -0.210, -0.897], [-2.226, -0.483, -1.938], [-0.630, -1.179, -1.831], [-2.796, 0.027, -3.515], [-2.715, -0.512, 0.794], [-0.545, -4.129, 1.249], [-0.517, -2.952, 0.456], [0.411, -4.655, 1.212], [-1.343, -4.795, 0.918], [-0.748, -3.833, 2.276], [-0.515, -3.132, -0.496]]
}

=====

[3]
{
  "formula": "C15H33BIO4P2Pt",
  "method": "ωB97M-V with the def2-TZVPD basis set",
  "e_tot_ha": -2015.76540,
  "e_homo_ev": [-17.63, -18.86],
  "multiplicity": 5,
  "homo_lumo_gap_ha": [0.24841, 0.15756],
  "total_charge": 3,
  "elements": ["C", "C", "H", "H", "H", "O", "I", "Pt", "P", "C", "C", "H", "H", "H", "H", "H", "H", "C", "H", "H", "H", "P", "C", "C", "H", "H", "H", "C", "H", "H", "H", "H", "H", "H", "C", "O", "C", "C", "C", "O", "B", "O", "C", "C", "C", "H", "H", "H", "H", "H", "H", "H", "H", "H", "H", "H", "H"],
  "coordinates": [[3.657, 0.154, -2.914], [2.908, -0.402, -1.748], [4.684, -0.269, -2.882], [3.758, 1.241, -2.852], [3.217, -0.126, -3.884], [3.415, -1.283, -1.045], [-1.352, 1.418, -2.135], [0.951, 0.024, -0.742], [0.304, -1.588, -2.476], [-0.090, -3.097, -1.538], [-1.185, -1.437, -3.578], [-1.248, -2.252, -4.309], [0.988, -3.113, -4.265], [-1.115, -0.482, -4.113], [1.706, -1.508, -4.478], [-0.877, -2.866, -0.815], [-2.087, -1.418, -2.967], [1.465, -2.277, -3.736], [-0.423, -3.881, -2.228], [2.386, -2.635, -3.270], [0.810, -3.426, -1.015], [1.907, 2.029, 0.033], [2.206, 1.697, 1.783], [3.503, 2.651, -0.558], [0.476, 3.567, -1.131], [1.331, 4.358, 0.244], [-0.089, 3.283, 0.539], [0.794, 3.459, -0.087], [3.415, 2.963, -1.608], [3.783, 3.521, 0.055], [2.661, 2.597, 2.234], [2.887, 0.851, 1.855], [4.264, 1.868, -0.446], [1.248, 1.473, 2.246], [0.855, -1.053, 0.898], [1.284, -1.846, 1.653], [-2.953, 1.740, 2.294], [-1.974, 0.593, 2.400], [-1.474, 0.539, 3.826], [-0.874, 0.914, 1.515], [-0.662, -0.132, 0.621], [-1.598, -1.169, 0.789], [-2.503, -0.820, 1.863], [-2.527, -1.971, 2.866], [-3.883, -0.729, 1.213], [-3.270, 1.927, 1.252], [-2.469, 2.650, 2.663], [-3.836, 1.568, 2.922], [-1.085, 1.531, 4.092], [-2.288, 0.310, 4.516], [-0.669, -0.192, 3.940], [-3.207, -1.762, 3.703], [-2.890, -2.889, 2.375], [-1.521, -2.169, 3.267], [-3.886, 0.015, 0.405], [-4.179, -1.700, 0.806], [-4.646, -0.449, 1.950]]
}

=====

[4]
{
  "formula": "C16H17N4O3Pb",
  "method": "ωB97M-V with the def2-TZVPD basis set",
  "e_tot_ha": -1256.39005,
  "e_homo_ev": [-18.79, -18.78],
  "homo_lumo_gap_ha": [0.27807, 0.14488],
  "total_charge": 3,
  "elements": ["Pb", "O", "C", "N", "C", "O", "C", "C", "C", "C", "C", "N", "C", "C", "C", "C", "C", "N", "H", "H", "H", "H", "H", "H", "H", "H", "C", "N", "C", "C", "C", "O", "H", "H", "H", "H", "H", "H", "H", "H", "H"],
  "coordinates": [[0.001, 0.739, -1.421], [-1.103, 4.432, 0.985], [-1.146, 3.297, 0.387], [0.001, 2.657, -0.022], [1.144, 3.297, 0.389], [1.097, 4.425, 0.990], [2.346, 2.576, 0.186], [3.576, 3.103, 0.645], [4.700, 2.306, 0.595], [4.597, 0.995, 0.066], [3.381, 0.576, -0.427], [2.273, 1.328, -0.373], [-2.347, 2.580, 0.180], [-3.573, 3.103, 0.638], [-4.699, 2.304, 0.593], [-4.598, 0.996, 0.062], [-3.379, 0.574, -0.422], [-2.271, 1.331, -0.373], [3.561, 4.113, 1.025], [5.657, 2.666, 0.947], [5.452, 0.339, 0.016], [3.269, -0.412, -0.853], [-3.551, 4.111, 1.021], [-5.647, 2.671, 0.963], [-5.452, 0.339, -0.017], [-3.270, -0.414, -0.851], [-0.002, -3.297, 1.557], [0.002, -3.652, 0.130], [-0.001, -5.071, -0.239], [0.002, -2.666, -0.750], [0.000, -2.960, -2.233], [0.002, -1.445, -0.333], [-0.013, -4.255, 2.072], [-0.892, -2.706, 1.755], [0.900, -2.714, 1.758], [-0.003, -5.651, 0.685], [0.897, -5.313, -0.832], [-0.905, -5.311, -0.802], [-0.007, -4.026, -2.402], [0.886, -2.485, -2.654], [-0.888, -2.481, -2.641]]
}